Entry 1:
Entry from OMol25: a cluster of 9 separate species, C4H30N3O9 in total at a distorted geometry (wB97M-V/def2-TZVPD).

Structure (XYZ):
```
46
C4H30N3O9 (wB97M-V/def2-TZVPD)
C 0.2012 0.6877 2.6950
C 0.9351 -0.7439 2.7255
C 1.5232 -1.1121 1.3043
N 1.9906 -2.5609 -1.0693
C 0.8939 -1.6737 -1.0490
N 0.4561 -1.1403 0.2559
N 0.9789 1.7421 1.9535
H -0.0481 1.1664 3.6035
H -0.7561 0.5789 2.1568
H 1.6624 -0.8828 3.5358
H 0.2233 -1.4489 3.1559
H 2.4257 -0.4792 1.1883
H 1.8160 -2.1467 1.4230
H 2.4680 -3.0439 -0.3013
H 2.1153 -3.0777 -1.9625
H -0.1987 -1.9587 -1.3421
H 0.0120 -0.2053 0.3399
H 1.9308 2.0484 2.3133
H 0.4157 2.6323 1.8558
H -3.4960 0.5210 1.1574
H -2.7558 -0.8969 0.8222
O -2.6345 0.1420 1.1922
H 1.1027 1.6093 0.8867
H 2.1367 3.4157 -0.4687
O 2.6927 3.0539 0.3006
H -1.9655 -0.0745 -3.8277
H -0.7290 -0.7997 -3.2208
O -1.6399 -0.5304 -3.0736
H 3.3860 2.4775 -0.0555
H 0.8194 1.6526 -2.4690
O 1.5198 2.1566 -2.0586
H 2.0627 -0.2163 -1.7979
H 2.2767 1.8313 -2.3128
O 1.2197 -0.6237 -1.8360
H -1.9503 0.8564 -0.0649
H -1.6480 1.1403 -1.7001
O -1.3786 1.2728 -0.7722
H -1.5960 4.2460 0.6713
H -1.2245 2.8760 0.0133
O -0.9256 3.5439 0.7126
H -0.7563 -2.8212 0.4661
H -1.4280 -4.1875 0.7969
O -1.3583 -3.4654 0.1688
H -2.4407 -2.4924 -0.2564
H -3.1717 -1.5367 -1.2253
O -3.2438 -1.8021 -0.3110
```

HOMO level, Ha: -0.467
Lowest unoccupied orbital energy, eV: -2.57
Kohn-Sham gap, eV: 10.122
ΔE to the lowest compared entry with this formula, charge and spin, eV: 3.313
Max |F|, eV/A: 7.28
Net charge: +1

Mulliken population analysis, charges in e, atoms 1 to 4: C -0.6813; C -0.8191; C -0.8838; N -0.5131

---

Entry 2:
Entry from OMol25: a cluster of 12 separate species, C4H30NO11 in total at a distorted geometry (wB97M-V/def2-TZVPD).

Structure (XYZ):
```
46
C4H30NO11 (wB97M-V/def2-TZVPD)
C 0.4755 -2.2118 0.9270
C -0.2765 -0.9322 0.7556
C -0.2197 -0.0640 -0.2565
N -0.9677 1.0971 -0.2078
C -1.6562 1.7286 -1.1911
H 1.3385 -2.0198 1.5765
H -0.1859 -3.0159 1.2450
H 0.9654 -2.6722 0.0636
H -0.8649 -0.6644 1.6229
H 0.2774 -0.2953 -1.1740
H -0.9490 1.5326 0.7008
H -2.2483 2.5838 -0.9391
H -1.6234 1.3676 -2.2093
H -0.6219 -2.9645 -2.8622
H 0.8830 -3.1726 -2.8822
O 0.2087 -2.6435 -2.4955
H 0.4866 2.0395 -3.4241
H 2.0211 1.4866 -3.4942
O 1.2249 1.6260 -2.9837
H -1.4651 1.7946 3.1341
H 0.0208 2.1758 2.9118
O -0.8571 2.1854 2.5128
H 1.6209 0.0000 3.8940
H 0.4307 -0.0021 4.7223
O 0.6682 0.1580 3.7996
H 1.1810 3.4453 -1.8684
H 2.0541 3.7338 -0.6831
O 1.2752 4.0654 -1.1331
H -4.6629 0.8478 0.9192
H -4.0563 2.1575 1.3328
O -3.8159 1.2637 1.0721
H -3.3384 -1.3128 2.2713
H -2.3939 -1.7579 3.3240
O -2.4162 -1.5519 2.3767
H -3.4136 -1.1973 -0.2870
H -2.8455 -0.8563 -1.6117
O -3.2811 -0.4396 -0.8691
H 2.0047 -0.2131 -1.8693
H 1.4073 -1.2847 -2.8105
O 2.2356 -0.9818 -2.3976
H 4.3795 0.9241 -0.4876
H 3.5101 -0.2584 -0.1077
O 3.6403 0.6990 0.0797
H 3.7257 -2.3183 -1.0328
H 2.6319 -2.1036 0.2086
O 3.4925 -1.9781 -0.1729
```

<S²>: 0.759
HOMO level (spin up / spin down), Ha: -0.164 / -0.273
Lowest unoccupied orbital energy (spin up / spin down), eV: 0.15 / 0.13
Kohn-Sham gap (spin up / spin down), eV: 4.626 / 7.572
2S+1: 2
ΔE to the lowest compared entry with this formula, charge and spin, eV: 2.433
Max |F|, eV/A: 2.45

Mulliken population analysis, charges in e, atoms 1 to 4: C -1.6911; C 0.0413; C 0.1193; N 0.5190

---

Entry 3:
Entry from OMol25: a cluster of 13 separate species, C4H30NO14S in total at a distorted geometry (wB97M-V/def2-TZVPD).

Structure (XYZ):
```
50
C4H30NO14S (wB97M-V/def2-TZVPD)
O 1.0743 -0.1993 -2.1173
C 1.2906 0.8521 -1.5500
N 0.3375 1.8724 -1.7215
C 0.5172 3.2060 -1.4355
O -0.4027 3.9983 -1.5729
C 2.4545 1.0536 -0.6469
C 3.5171 -0.0346 -0.7990
S 3.1628 -1.6118 0.0635
H -0.5784 1.5363 -2.0733
H 1.5327 3.5547 -1.1655
H 2.9096 2.0276 -0.7520
H 2.1467 1.0828 0.4140
H 3.6159 -0.2620 -1.8708
H 4.4931 0.3258 -0.4555
H -3.3102 2.7226 1.8999
H -2.6604 2.9124 0.5422
O -2.4893 2.4931 1.4527
H 0.2193 -0.2052 2.9366
H -0.2813 0.3720 4.2752
O 0.3702 0.6183 3.6144
H -1.3335 -3.4886 -2.9532
H -2.4754 -4.1346 -2.0662
O -2.3112 -3.4578 -2.7244
H -2.0867 3.6776 -1.2802
H -2.9965 2.4335 -1.3804
O -2.9628 3.3276 -0.9959
H 0.4409 -4.3255 -0.0520
H 1.8797 -4.0164 -0.4962
O 1.1629 -4.6400 -0.6601
H 2.3050 4.4044 1.9446
H 1.1125 3.4359 1.8788
O 1.9766 3.6757 1.4152
H -1.2480 -1.2727 1.5530
H -2.3219 -0.2242 1.0742
O -2.1189 -1.1684 1.0274
H 1.8615 -1.4057 0.4713
H -0.1011 -2.0207 3.1278
O 0.0540 -1.5345 2.3123
H -2.2898 -1.9116 -2.0573
H -2.1027 -1.1411 -0.6392
O -2.1443 -1.0208 -1.6315
H -0.3718 -2.8611 1.4364
H -1.4405 -3.1502 0.3993
O -0.7564 -3.6199 0.8935
H 0.6224 -4.0092 -2.1538
H 0.5554 -2.5643 -2.5680
O 0.3270 -3.4407 -2.9115
H -1.0029 2.9221 2.1660
H 0.0573 2.1559 3.0973
O -0.2099 3.0605 2.7345
```

HOMO level, Ha: -0.243
Lowest unoccupied orbital energy, eV: 2.66
Kohn-Sham gap, eV: 9.277
ΔE to the lowest compared entry with this formula, charge and spin, eV: 0.000
Max |F|, eV/A: 1.56
Net charge: -1

Mulliken population analysis, charges in e, atoms 1 to 4: O -0.5665; C 0.5564; N 0.0549; C 0.1452

---

Entry 4:
Entry from OMol25: a cluster of 11 separate species, C4H31N2O12 in total at a distorted geometry (wB97M-V/def2-TZVPD).

Structure (XYZ):
```
49
C4H31N2O12 (wB97M-V/def2-TZVPD)
N -0.1356 1.7060 -0.9275
C 0.6749 0.5136 -0.5133
C 0.1374 -0.0056 0.9073
C 0.0294 -1.4752 0.9412
O -1.0894 0.6706 1.1286
C 2.1287 0.9794 -0.2689
N 2.9292 0.0205 0.2141
O 2.4696 2.1341 -0.4768
H -1.1479 1.4265 -0.8311
H 0.1916 2.0802 -1.8111
H -0.0095 2.3556 -0.1414
H 0.7119 -0.2239 -1.3281
H 0.8284 0.4494 1.6253
H -0.6081 -1.8077 1.7746
H 0.8791 -2.0643 1.3145
H -0.3772 -2.0496 0.1053
H -1.8315 0.1069 0.8646
H 2.5432 -0.8594 0.5438
H 3.9020 0.1461 0.4433
H -4.6685 -0.9261 0.4946
H -3.7252 -0.3063 1.7023
O -3.8026 -0.6770 0.8132
H 1.2788 -2.2259 -3.2376
H 1.9957 -0.8647 -2.8801
O 1.5189 -1.6390 -2.5145
H -1.2221 2.1880 3.2402
H -2.3825 2.0008 4.2973
O -1.7628 1.5477 3.7200
H 3.3519 -3.2646 1.9490
H 2.6596 -3.2334 0.4899
O 2.8076 -2.7654 1.3347
H -1.7424 4.3047 2.9269
H -2.7760 3.8807 1.8314
O -1.8413 3.9144 2.0539
H 2.8935 1.2080 -2.5616
H 3.6948 0.3625 -3.7124
O 2.8573 0.6708 -3.3621
H -1.9295 1.0982 -2.4939
H -3.2148 0.6953 -1.7641
O -2.6246 1.4464 -1.9137
H -3.9968 -0.5478 4.5083
H -2.8475 -0.2117 3.6957
O -3.6727 -0.7286 3.6147
H 2.3517 -3.2773 -1.6567
H 2.1495 -4.8703 -1.3481
O 2.1789 -3.9737 -1.0157
H -0.3984 0.1850 -4.2606
H 0.8061 0.9509 -3.7852
O -0.1628 0.9550 -3.7301
```

HOMO level, Ha: -0.488
Lowest unoccupied orbital energy, eV: -2.57
Kohn-Sham gap, eV: 10.702
ΔE to the lowest compared entry with this formula, charge and spin, eV: 1.911
Max |F|, eV/A: 3.25
Net charge: +1

Mulliken population analysis, charges in e, atoms 1 to 4: N -0.0229; C 0.0709; C 0.1615; C -1.3885

---

Entry 5:
Entry from OMol25: a cluster of 13 separate species, C4H31NO12 in total at a distorted geometry (wB97M-V/def2-TZVPD).

Structure (XYZ):
```
48
C4H31NO12 (wB97M-V/def2-TZVPD)
C 0.3093 -0.5897 -2.8951
C -1.1607 -0.1737 -3.0325
C -1.5474 0.7711 -3.9159
C -3.2703 -0.4254 -1.8937
N -2.0265 -0.7695 -2.0502
H 0.9978 0.1881 -3.1375
H 0.5383 -1.3940 -3.5907
H 0.4647 -0.8244 -1.8853
H -2.6589 1.1248 -4.0235
H -0.8983 1.1671 -4.7006
H -3.8435 -0.9925 -1.1969
H -3.8009 0.4294 -2.5295
H -1.9872 -3.6158 2.0761
H -1.4724 -2.2604 1.4013
O -2.2989 -2.7492 1.7536
H -0.7013 -4.0184 -1.1358
H -0.6833 -2.4887 -0.8173
O -0.1996 -3.3134 -0.7457
H 0.0198 -0.1553 1.2563
H -0.9849 -0.2728 -0.1642
O -0.1464 -0.2771 0.3800
H 1.1369 1.0223 -0.2987
H 1.5313 1.8853 1.0546
O 1.7364 1.7531 0.0465
H 1.2621 -1.1874 2.7083
H 2.1670 -2.3022 2.6327
O 1.5104 -2.0594 3.1647
H 2.7837 -1.8621 0.8048
H 2.7424 -2.4564 -0.3907
O 3.3985 -2.3662 0.4072
H -1.1389 3.0072 1.2439
H -0.9966 3.9452 2.5678
O -0.7040 3.0076 2.1424
H -2.8157 2.6375 -1.1871
H -1.3391 2.4052 -1.2624
O -2.1491 2.2081 -0.7259
H 1.0024 3.3037 -1.9711
H 0.5771 3.1428 -0.4790
O 0.2632 3.3361 -1.4242
H -1.7544 -0.7967 3.1406
H -0.6491 -1.5636 3.9770
O -0.7730 -0.8267 3.2810
H 1.6809 1.6583 3.2631
H 0.2521 0.9219 3.1479
O 1.1872 0.9655 2.8689
H 3.2498 1.2830 -0.4387
H 4.5861 0.1785 -0.0212
O 4.2918 1.0443 -0.5574
```

<S²>: 0.759
HOMO level (spin up / spin down), Ha: -0.446 / -0.446
Lowest unoccupied orbital energy (spin up / spin down), eV: -6.06 / -9.06
Kohn-Sham gap (spin up / spin down), eV: 6.087 / 3.088
2S+1: 2
ΔE to the lowest compared entry with this formula, charge and spin, eV: 4.715
Max |F|, eV/A: 6.86
Net charge: +1

Mulliken population analysis, charges in e, atoms 1 to 4: C -0.7584; C 1.2243; C -0.9590; C -0.1759

---

Entry 6:
Entry from OMol25: a cluster of 13 separate species, C4H31NO15 in total at a distorted geometry (wB97M-V/def2-TZVPD).

Structure (XYZ):
```
51
C4H31NO15 (wB97M-V/def2-TZVPD)
O -0.0837 2.4516 -2.0282
C 1.0894 2.3996 -1.7583
C 1.6265 1.5363 -0.5970
C 0.9251 0.1654 -0.5886
C 1.3118 -0.7492 0.5253
O 2.3508 -0.3189 1.2417
O 0.7841 -1.8176 0.7691
N 1.3424 2.3014 0.6389
H 1.8417 2.9662 -2.3256
H 2.7113 1.4121 -0.7625
H 1.0941 -0.3508 -1.5648
H -0.1904 0.2608 -0.5625
H 2.4278 -0.7614 2.1222
H 1.7437 3.2209 0.6384
H 1.7345 1.8104 1.4453
H -0.7342 -2.1930 -0.0716
H -2.2513 -2.5445 -0.2245
O -1.4216 -2.4871 -0.7075
H 1.5745 0.1567 -3.4597
H 2.5893 1.0974 -4.1755
O 2.2477 0.8542 -3.3112
H 0.0050 -2.6162 2.8456
H -0.8735 -1.4175 3.0150
O -0.3308 -2.0352 3.5525
H -0.5869 -4.0223 -3.3705
H -0.3871 -3.2920 -2.0446
O 0.0658 -3.5266 -2.8631
H -3.5415 0.1963 -0.3696
H -4.6563 0.1291 0.7096
O -3.9736 -0.3967 0.2819
H 0.4292 -1.9934 -3.6098
H -0.4792 -0.7793 -3.5178
O 0.3988 -1.0415 -3.8660
H 1.0880 -1.2517 3.8715
H 2.3993 -1.3404 4.6854
O 2.0021 -0.8566 3.9668
H 3.0467 2.0372 3.8259
H 2.0232 0.8974 3.8327
O 2.1406 1.8366 3.5699
H -2.1968 1.8940 -0.0714
H -1.7522 1.9747 -1.5564
O -2.4746 1.6647 -0.9812
H -1.8925 -1.3506 -1.9341
H -2.2332 0.1319 -2.1616
O -2.0259 -0.6842 -2.6435
H -2.6065 -0.5432 1.3837
H -1.4328 0.3996 1.7268
O -1.7021 -0.5369 1.7614
H -1.4773 2.7438 2.1444
H -0.3641 2.2363 1.1561
O -1.3255 2.1325 1.4169
```

HOMO level, Ha: -0.368
Lowest unoccupied orbital energy, eV: 0.25
Kohn-Sham gap, eV: 10.270
ΔE to the lowest compared entry with this formula, charge and spin, eV: 0.000
Max |F|, eV/A: 1.16

Mulliken population analysis, charges in e, atoms 1 to 4: O -0.5232; C -0.3400; C 0.6073; C 0.1592